Record 1
69
Properties=species:S:1:pos:R:3 method="wB97M-V/def2-TZVPD" total_charge=+1 relative_energy_kcal_mol=0.0 lumo_energy_ev=-2.88 gap_ev=7.6
Sr 0.00 1.22 -0.68
C -2.05 -3.17 -0.54
C -1.24 -1.95 -0.86
N -0.93 -1.05 0.01
N -1.42 -1.24 1.27
C -0.89 -0.46 2.19
N -1.45 -0.59 3.42
S 0.42 0.68 2.08
C -0.71 -1.77 -2.23
C -0.68 -2.84 -3.13
C -0.16 -2.66 -4.39
C 0.33 -1.42 -4.76
C 0.27 -0.41 -3.82
N -0.23 -0.56 -2.59
H -2.62 -3.00 0.36
H -1.39 -4.03 -0.36
H -2.72 -3.42 -1.37
H -2.11 -1.33 3.56
H -0.98 -0.19 4.21
H -1.06 -3.80 -2.82
H -0.13 -3.49 -5.09
H 0.75 -1.23 -5.74
H 0.65 0.58 -4.06
C -1.73 6.29 1.60
Si -0.97 4.60 1.89
C 0.20 4.21 0.46
C 0.02 4.60 3.46
C -2.31 3.28 2.06
Te -3.07 2.31 0.32
C -3.51 4.04 -0.88
Si -5.19 4.82 -0.49
C -6.50 3.66 -1.14
C -5.25 6.47 -1.38
C -5.40 5.07 1.35
H -0.94 7.04 1.53
H -2.37 6.56 2.44
H -2.33 6.35 0.69
H 0.87 5.05 0.27
H -0.34 4.02 -0.48
H 0.84 3.36 0.73
H 0.82 5.35 3.43
H 0.48 3.62 3.62
H -0.61 4.83 4.32
H -3.17 3.68 2.61
H -1.90 2.46 2.65
H -3.51 3.68 -1.91
H -2.67 4.73 -0.78
H -6.41 3.52 -2.22
H -7.50 4.05 -0.93
H -6.42 2.68 -0.66
H -5.10 6.35 -2.46
H -4.49 7.15 -1.01
H -6.22 6.95 -1.23
H -5.41 4.11 1.88
H -6.36 5.56 1.54
H -4.61 5.70 1.77
C 4.06 0.74 0.61
P 2.97 0.23 -0.76
C 2.71 -1.54 -0.39
C 4.13 0.15 -2.18
H 4.93 0.09 0.68
H 3.50 0.69 1.54
H 4.39 1.77 0.46
H 3.66 -2.05 -0.23
H 2.18 -2.02 -1.22
H 2.10 -1.63 0.51
H 5.00 -0.47 -1.94
H 4.47 1.15 -2.44
H 3.63 -0.28 -3.04

=====

Record 2
73
Properties=species:S:1:pos:R:3 method="wB97M-V/def2-TZVPD" total_charge=+1 relative_energy_kcal_mol=78.0 lumo_energy_ev=-3.02 gap_ev=9.3
C -2.03 0.48 -1.11
C -1.93 0.30 0.29
O -2.24 -0.78 0.90
N -1.36 1.48 1.11
H -1.42 2.25 0.48
H -1.93 1.69 1.97
C -0.03 1.11 1.69
H -2.94 0.78 -1.48
H -1.74 -0.54 -1.72
H -1.23 1.16 -1.44
H 0.61 0.86 0.93
H 0.13 0.24 2.29
H 0.42 2.09 1.82
C 0.43 -2.48 -5.59
C 1.36 -1.64 -6.38
C 1.21 -0.33 -5.82
S 0.82 -0.57 -4.09
O -0.49 -0.12 -3.84
O 1.93 -0.21 -3.21
C 0.79 -2.32 -4.14
H 0.48 -3.50 -6.06
H -0.66 -2.22 -5.65
H 0.80 -1.69 -7.35
H 2.33 -1.96 -6.67
H 0.59 0.33 -6.48
H 2.12 0.25 -5.75
H 0.15 -2.75 -3.41
H 1.78 -2.44 -3.97
C 2.92 2.96 -1.12
C 4.03 2.02 -1.47
C 4.50 1.41 -0.34
S 4.27 2.61 1.00
O 5.57 3.11 1.51
O 3.31 2.10 1.91
C 3.51 3.84 0.04
H 1.94 2.60 -0.79
H 2.60 3.66 -1.91
H 4.71 2.49 -1.86
H 3.69 1.27 -2.18
H 5.56 1.36 -0.13
H 3.96 0.46 -0.15
H 4.21 4.49 -0.25
H 2.65 4.40 0.63
C -7.16 0.73 4.84
C -7.22 1.88 3.76
C -6.38 2.82 4.36
S -5.00 1.97 5.06
O -4.80 2.66 6.34
O -3.91 2.06 4.05
C -5.67 0.44 5.26
H -7.80 -0.35 4.47
H -7.71 1.15 5.81
H -8.08 2.49 3.53
H -6.67 1.32 3.02
H -6.91 3.36 5.07
H -6.13 3.36 3.77
H -5.61 0.10 6.17
H -5.13 -0.36 4.49
C 3.15 -4.52 1.10
C 3.73 -3.40 0.02
C 2.95 -2.32 0.13
S 1.31 -2.72 0.37
O 0.70 -2.72 -0.89
O 0.81 -1.82 1.35
C 1.59 -4.34 1.00
H 3.64 -4.18 1.92
H 3.55 -5.66 0.87
H 3.56 -3.83 -1.09
H 4.81 -3.18 0.22
H 3.17 -1.75 -0.76
H 3.26 -1.79 0.91
H 1.24 -5.18 0.48
H 1.28 -4.42 2.17

=====

Record 3
62
Properties=species:S:1:pos:R:3 method="wB97M-V/def2-TZVPD" total_charge=0 relative_energy_kcal_mol=0.0 lumo_energy_ev="0.52 / 0.29" gap_ev="4.5 / 7.4" multiplicity=3
P 0.12 -1.42 -1.77
P -0.04 1.67 -1.81
C -0.13 -0.62 -3.41
C 0.33 0.84 -3.42
H -1.20 -0.70 -3.65
H 0.43 -1.20 -4.15
H 1.42 0.92 -3.58
H -0.18 1.40 -4.21
C -1.74 2.28 -1.98
H -1.97 2.91 -1.11
H -2.43 1.41 -1.99
H -1.83 2.85 -2.91
C 1.09 3.07 -1.67
H 1.00 3.70 -2.57
H 2.12 2.68 -1.56
H 0.82 3.64 -0.77
C -1.03 -2.80 -1.70
H -0.81 -3.40 -0.80
H -0.90 -3.41 -2.61
H -2.05 -2.41 -1.62
C 1.83 -2.02 -1.78
H 2.51 -1.16 -1.70
H 2.00 -2.56 -2.71
H 1.97 -2.68 -0.91
Ni -0.02 0.14 -0.34
C 0.54 1.67 -6.70
C -0.78 1.72 -6.51
C -1.79 1.03 -7.37
C -1.39 -0.38 -7.87
C -0.71 -1.25 -6.83
C 0.61 -1.32 -6.61
C 1.64 -0.55 -7.39
C 1.24 0.89 -7.79
C 0.11 -1.39 0.86
H 1.22 2.33 -6.14
H -1.21 2.42 -5.78
H -2.07 1.62 -8.25
H -2.72 0.92 -6.79
H -2.31 -0.90 -8.17
H -0.80 -0.30 -8.80
H -1.40 -1.95 -6.33
H 1.01 -2.08 -5.94
H 1.94 -1.08 -8.30
H 2.55 -0.49 -6.78
H 2.17 1.43 -8.03
H 0.67 0.87 -8.74
H 0.83 -1.08 1.63
H 0.38 -2.41 0.60
H -0.86 -1.46 1.36
C -1.45 0.70 3.11
C -0.25 1.50 2.63
C 1.05 1.05 3.29
C -0.16 1.61 1.09
H -1.33 -0.37 2.96
H -2.36 1.01 2.58
H -1.62 0.87 4.18
H -0.43 2.53 2.99
H 1.24 -0.02 3.14
H 1.91 1.60 2.90
H 1.01 1.22 4.37
H 0.73 2.25 0.90
H -1.04 2.21 0.80

=====

Record 4
72
Properties=species:S:1:pos:R:3 method="wB97M-V/def2-TZVPD" total_charge=0 smiles=CCSCBCCSc1nnco1.COCCOCCOC.COCCOCCOC lumo_energy_ev=0.14 gap_ev=8.5
C -3.57 -2.62 4.31
C -3.29 -1.02 4.51
S -1.42 -0.90 4.75
C -0.84 0.65 3.85
B -1.10 1.88 4.90
C -1.99 3.20 4.56
C -3.40 3.04 5.32
S -4.89 3.41 4.28
C -5.80 1.79 4.27
N -6.03 0.91 5.38
N -6.72 -0.17 4.87
C -6.88 0.04 3.48
O -6.33 1.29 3.04
H -2.75 -3.14 4.94
H -3.35 -2.92 3.22
H -4.62 -2.88 4.66
H -3.63 -0.51 3.54
H -3.86 -0.62 5.43
H -1.45 0.76 2.89
H 0.26 0.56 3.56
H -0.62 1.76 5.99
H -2.06 3.35 3.43
H -1.44 4.09 5.04
H -3.42 3.76 6.21
H -3.45 1.97 5.75
H -7.39 -0.71 2.77
C -1.75 -2.44 -2.06
O -0.44 -2.20 -1.60
C -0.26 -0.87 -1.12
C 0.77 -0.84 0.01
O 0.27 -1.35 1.25
C 0.06 -2.77 1.32
C 1.35 -3.58 1.32
O 1.91 -3.64 0.01
C 3.32 -3.72 0.02
H -1.95 -1.86 -2.97
H -1.84 -3.50 -2.28
H -2.49 -2.19 -1.29
H -1.21 -0.46 -0.75
H 0.10 -0.26 -1.95
H 1.01 0.20 0.21
H 1.70 -1.33 -0.27
H -0.63 -3.10 0.54
H -0.44 -2.94 2.27
H 1.14 -4.61 1.63
H 2.06 -3.13 2.02
H 3.75 -2.89 0.59
H 3.67 -3.65 -1.01
H 3.65 -4.68 0.44
C 2.12 -1.01 -4.14
O 2.21 0.28 -4.73
C 1.53 1.28 -3.97
C 2.24 2.63 -4.11
O 3.45 2.72 -3.37
C 4.56 1.97 -3.86
C 5.14 2.50 -5.17
O 4.31 2.14 -6.27
C 4.34 3.10 -7.31
H 1.09 -1.38 -4.19
H 2.77 -1.68 -4.70
H 2.47 -0.98 -3.10
H 1.49 1.00 -2.91
H 0.51 1.35 -4.37
H 1.58 3.39 -3.68
H 2.39 2.90 -5.16
H 4.32 0.91 -3.93
H 5.34 2.06 -3.09
H 6.13 2.05 -5.34
H 5.25 3.59 -5.10
H 4.08 4.09 -6.93
H 3.60 2.81 -8.05
H 5.33 3.12 -7.78

=====

Number 1: F_max 0.06 eV/A. Number 2: F_max 18.34 eV/A. Number 3: F_max 2.50 eV/A. Number 4: F_max 5.67 eV/A.